{
  "formula": "C17H24NOS2",
  "method": "ωB97M-V with the def2-TZVPD basis set",
  "elements": ["C", "C", "C", "C", "N", "C", "C", "O", "C", "C", "H", "H", "H", "H", "H", "H", "H", "H", "H", "H", "H", "H", "H", "H", "H", "C", "C", "C", "C", "C", "S", "C", "C", "S", "C", "C", "H", "H", "H", "H", "H", "H", "H", "H", "H"],
  "coordinates": [[-0.174, 1.889, 1.806], [-1.087, 0.889, 1.184], [-2.161, 1.372, 0.268], [-1.020, -0.430, 1.566], [-1.781, -1.434, 0.997], [-2.155, -2.527, 1.905], [-3.141, -3.469, 1.237], [-2.692, -3.852, -0.069], [-2.608, -2.724, -0.941], [-1.622, -1.678, -0.431], [-0.498, 2.905, 1.562], [-0.136, 1.785, 2.899], [0.852, 1.773, 1.442], [-2.245, 2.464, 0.347], [-1.938, 1.154, -0.787], [-3.145, 0.944, 0.518], [-0.413, -0.725, 2.436], [-1.263, -3.095, 2.226], [-2.626, -2.077, 2.788], [-3.199, -4.420, 1.785], [-4.128, -2.965, 1.196], [-2.255, -3.140, -1.900], [-3.595, -2.226, -1.071], [-1.773, -0.737, -0.974], [-0.581, -1.992, -0.657], [3.739, 3.575, 0.908], [2.910, 3.915, -0.171], [2.221, 2.930, -0.870], [2.336, 1.577, -0.475], [1.453, 0.559, -1.003], [1.802, -1.100, -0.728], [1.617, -1.613, -2.492], [0.624, -0.709, -3.209], [0.390, 0.885, -2.310], [3.248, 1.233, 0.548], [3.922, 2.227, 1.245], [4.235, 4.357, 1.489], [2.785, 4.962, -0.453], [1.582, 3.185, -1.717], [2.612, -1.528, -2.947], [1.314, -2.667, -2.487], [0.992, -0.429, -4.201], [-0.366, -1.171, -3.326], [3.394, 0.180, 0.797], [4.577, 1.948, 2.071]],
  "atomic_forces_ev_per_a": [[0.457, 0.325, 0.315], [-0.074, -1.954, 0.637], [-0.190, 0.390, -0.304], [-0.018, 1.767, -0.150], [-0.677, -0.171, 0.017], [0.442, -0.038, -0.388], [0.040, -0.145, -0.244], [-0.175, 0.861, 0.022], [-0.096, -0.175, 0.130], [0.461, -0.343, 0.129], [0.105, -0.097, 0.155], [-0.023, 0.059, -0.201], [-0.159, 0.217, 0.224], [-0.046, -0.230, -0.049], [-0.261, 0.106, 0.108], [0.382, -0.070, -0.170], [-0.023, 0.147, -0.318], [-0.115, 0.118, -0.030], [0.150, -0.170, -0.127], [-0.205, 0.462, 0.002], [0.273, -0.398, -0.174], [-0.296, 0.332, 0.270], [0.288, -0.496, 0.075], [-0.112, -0.232, 0.038], [-0.486, -0.156, 0.143], [-0.261, -0.270, -0.124], [-0.067, 0.009, -0.143], [-0.052, 0.103, 0.305], [-0.679, 0.136, 0.731], [1.241, -0.146, -1.638], [0.345, -0.198, -0.397], [0.227, -0.022, 0.476], [-0.854, 0.070, 0.027], [0.549, -0.133, 0.052], [0.002, 0.219, 0.248], [0.019, -0.135, -0.016], [-0.130, -0.288, -0.280], [0.088, -0.366, 0.058], [0.161, 0.054, 0.322], [-0.259, -0.056, 0.228], [-0.009, 0.314, -0.051], [-0.093, -0.051, 0.232], [0.291, 0.125, 0.110], [-0.010, 0.401, 0.056], [-0.147, 0.124, -0.305]],
  "charge": 1,
  "homo_energy_ha": -0.3756,
  "max_force_ev_per_a": 2.060,
  "e_lumo_ev": -5.6731,
  "energy_ev": -43217.9145
}